a:
Here is an isolated molecule of C17H27N3O2S from the Open Molecules 2025 dataset. Energies are from ωB97M-V with the def2-TZVPD basis set.

Summary:
SMILES string: COCCNC(=S)N[C@@H]1C[C@H]2CCC[C@@H](C1)N2Cc1ccco1
2S+1: 1
net charge: 0
HOMO-LUMO gap: 8.562 eV

```
50
Properties=species:S:1:pos:R:3:lowdin_charge:R:1
C -3.739 -4.238 0.704 -0.113
O -3.919 -3.242 -0.271 -0.192
C -4.145 -1.966 0.276 -0.228
C -4.376 -0.988 -0.886 -0.162
N -4.325 0.394 -0.482 -0.025
C -3.216 1.079 -0.096 -0.877
S -3.422 2.565 0.607 0.619
N -2.011 0.528 -0.313 0.039
C -0.751 1.204 -0.069 -0.343
C -0.078 1.557 -1.398 -0.068
C 1.408 1.935 -1.247 -0.301
C 1.654 3.292 -0.577 -0.132
C 1.332 3.303 0.915 -0.178
C 1.883 2.054 1.598 -0.129
C 1.618 0.764 0.814 -0.291
C 0.143 0.317 0.798 -0.065
N 2.165 0.935 -0.519 -0.091
C 2.416 -0.297 -1.245 -0.107
C 3.440 -1.120 -0.536 -0.274
C 4.740 -0.867 -0.215 -0.020
C 5.207 -2.010 0.480 -0.064
C 4.157 -2.871 0.529 -0.126
O 3.081 -2.341 -0.080 0.038
H -2.874 -4.019 1.341 0.090
H -3.570 -5.169 0.167 0.089
H -4.627 -4.337 1.339 0.089
H -3.275 -1.644 0.872 0.122
H -5.020 -1.979 0.944 0.129
H -5.354 -1.179 -1.331 0.129
H -3.625 -1.187 -1.658 0.121
H -5.184 0.816 -0.163 0.109
H -1.961 -0.353 -0.802 0.132
H -1.021 2.114 0.469 0.054
H -0.619 2.376 -1.874 0.125
H -0.140 0.689 -2.063 0.114
H 1.830 1.995 -2.259 0.143
H 1.077 4.062 -1.090 0.116
H 2.715 3.519 -0.706 0.116
H 0.260 3.387 1.076 0.097
H 1.786 4.187 1.370 0.112
H 1.471 1.963 2.604 0.116
H 2.968 2.152 1.683 0.117
H 2.192 -0.033 1.303 0.145
H -0.241 0.294 1.818 0.126
H 0.105 -0.706 0.408 0.113
H 1.521 -0.925 -1.388 0.124
H 2.797 -0.017 -2.233 0.135
H 5.289 0.022 -0.443 0.112
H 6.187 -2.165 0.882 0.098
H 4.049 -3.852 0.948 0.116
```



b:
Here is an isolated molecule of C17H27N3O2S from the Open Molecules 2025 dataset. Energies are from ωB97M-V with the def2-TZVPD basis set.

Summary:
SMILES string: CCCCNc1c(O)c(OCCC)c(CCCC)c2nsnc12
2S+1: 1
net charge: 0
HOMO-LUMO gap: 6.496 eV

```
50
Properties=species:S:1:pos:R:3:lowdin_charge:R:1
C -4.758 -1.061 0.594 -0.141
C -3.430 -1.010 1.600 -0.240
C -3.204 -2.443 2.412 -0.198
C -1.672 -3.053 2.207 -0.241
N -1.385 -3.470 0.774 -0.063
C -0.270 -2.577 0.241 -0.084
C -0.614 -1.509 -0.994 -0.056
O -1.997 -1.519 -1.496 -0.077
C 0.509 -0.493 -1.625 -0.032
O 0.308 0.468 -2.721 -0.132
C -0.870 1.323 -2.509 -0.214
C -0.570 2.935 -2.501 -0.204
C -0.831 3.436 -0.927 -0.144
C 2.044 -0.614 -0.972 -0.008
C 3.337 0.264 -1.468 -0.173
C 3.854 1.159 -0.189 -0.222
C 3.566 2.764 -0.447 -0.245
C 3.098 3.420 0.982 -0.147
C 2.335 -1.721 0.242 -0.157
N 3.622 -2.055 0.969 -0.292
S 3.364 -3.368 2.143 0.847
N 1.634 -3.723 2.003 -0.281
C 1.221 -2.746 0.903 -0.199
H -4.490 -0.609 -0.465 0.067
H -5.621 -0.493 1.149 0.072
H -5.033 -2.203 0.416 0.074
H -3.597 -0.099 2.352 0.108
H -2.437 -0.802 1.015 0.078
H -3.289 -2.178 3.571 0.108
H -4.047 -3.228 2.198 0.103
H -1.618 -4.004 2.919 0.125
H -0.916 -2.275 2.649 0.121
H -1.105 -4.479 0.784 0.111
H -2.228 -2.487 -1.650 0.128
H -1.593 1.125 -3.436 0.140
H -1.499 1.077 -1.554 0.121
H 0.484 3.248 -2.901 0.110
H -1.453 3.444 -3.122 0.114
H -2.003 3.459 -0.803 0.083
H -0.421 2.534 -0.261 0.081
H -0.306 4.458 -0.694 0.076
H 3.160 0.871 -2.453 0.117
H 4.204 -0.524 -1.696 0.123
H 3.297 0.845 0.814 0.101
H 5.013 0.985 0.025 0.124
H 2.768 2.861 -1.300 0.095
H 4.568 3.262 -0.791 0.105
H 3.342 2.748 1.919 0.079
H 3.596 4.485 1.168 0.081
H 1.934 3.574 0.924 0.062
```



Which one sits at the top of the stability order? a does.



a:
Here is a structure of composition C7H24MnN10O7 from the Open Molecules 2025 dataset. Energies are from ωB97M-V with the def2-TZVPD basis set.

Summary:
2S+1: 6
net charge: 0
⟨S²⟩: 8.83
HOMO-LUMO gap (spin up / spin down): 5.339 / 5.556 eV

```
49
Properties=species:S:1:pos:R:3:lowdin_spin:R:1
Mn -0.492 -0.914 0.579 5.043
O -0.921 -1.899 3.261 -0.065
C -2.020 -2.788 3.358 -0.012
C -3.148 -2.908 2.208 -0.011
O -2.733 -2.500 0.914 -0.028
H -2.474 -2.835 4.347 -0.003
H -1.586 -3.782 3.460 -0.002
H -3.971 -2.291 2.570 -0.002
H -3.549 -3.913 2.343 -0.002
C 0.589 4.537 -2.359 0.000
O 0.072 5.302 -1.601 0.000
N 0.912 3.290 -2.113 0.000
N 0.907 4.784 -3.639 0.000
H 0.466 2.840 -1.326 0.000
H 1.378 2.655 -2.744 0.000
H 1.002 5.763 -3.870 0.000
H 1.173 4.106 -4.339 0.000
C 2.763 -3.919 0.860 0.001
O 1.825 -3.261 0.296 0.017
N 2.368 -4.654 1.832 0.000
N 3.976 -4.018 0.509 0.000
H 3.118 -4.992 2.419 0.000
H 1.436 -4.450 2.162 0.000
H 4.251 -3.385 -0.228 0.000
H 4.688 -4.643 0.860 0.000
C -2.965 2.373 1.394 0.001
O -2.108 1.772 0.725 0.023
N -4.024 1.932 1.994 0.000
N -2.947 3.672 1.641 0.001
H -4.589 2.513 2.596 0.000
H -4.083 0.926 2.054 0.000
H -2.409 4.352 1.123 0.000
H -3.670 4.025 2.252 0.000
C -1.482 -0.860 -3.655 0.001
O -0.822 -0.736 -2.669 0.017
N -2.767 -1.218 -3.588 0.000
N -1.146 -0.410 -4.837 0.000
H -2.945 -1.645 -2.690 0.000
H -3.285 -1.447 -4.424 0.000
H -1.835 0.051 -5.415 0.000
H -0.186 -0.126 -4.964 0.000
C 3.435 0.989 1.016 0.001
O 2.325 0.731 0.733 0.019
N 4.101 1.874 0.346 0.000
N 4.043 0.319 1.849 0.000
H 5.066 2.037 0.594 0.000
H 3.686 2.456 -0.368 0.000
H 3.615 -0.370 2.450 0.000
H 4.963 0.663 2.085 0.000
```



b:
Here is a structure of composition C7H24MnN10O7 from the Open Molecules 2025 dataset. Energies are from ωB97M-V with the def2-TZVPD basis set.

Summary:
2S+1: 6
net charge: 0
⟨S²⟩: 8.75
HOMO-LUMO gap (spin up / spin down): 2.022 / 2.013 eV

```
49
Properties=species:S:1:pos:R:3:lowdin_spin:R:1
Mn -0.435 -0.307 0.145 4.657
O -1.867 -1.936 -0.076 0.077
C -2.159 -2.142 -1.431 0.007
C -2.770 -3.600 -1.835 0.003
O -3.402 -4.474 -0.907 0.002
H -1.248 -2.036 -2.019 0.002
H -2.847 -1.345 -1.714 0.000
H -1.957 -4.163 -2.294 0.000
H -3.303 -3.557 -2.784 0.000
C 1.806 2.063 0.478 0.008
O 1.118 1.091 0.259 0.030
N 2.309 2.713 -0.493 0.002
N 2.205 2.458 1.617 0.002
H 2.750 3.618 -0.414 0.001
H 2.012 2.430 -1.416 0.000
H 1.697 2.044 2.386 0.000
H 2.660 3.359 1.607 0.000
C -1.483 2.145 1.741 0.015
O -1.367 1.002 1.411 0.032
N -0.930 2.563 2.809 0.006
N -2.145 3.049 0.998 0.004
H -1.141 3.518 3.060 0.001
H -0.597 1.871 3.466 0.000
H -2.806 2.678 0.331 0.000
H -1.945 4.038 0.949 0.001
C -1.733 1.685 -2.092 0.010
O -1.029 1.074 -1.339 0.037
N -2.106 1.366 -3.300 0.003
N -2.041 2.981 -1.942 0.003
H -2.402 2.183 -3.814 0.000
H -1.655 0.564 -3.716 0.000
H -2.745 3.282 -2.599 0.000
H -2.055 3.277 -0.976 0.000
C 1.140 -1.663 2.747 0.009
O 0.351 -1.055 1.989 0.030
N 1.253 -2.918 2.812 0.003
N 1.873 -1.165 3.687 0.002
H 1.958 -3.391 3.359 0.000
H 0.723 -3.549 2.229 0.000
H 2.783 -1.600 3.750 0.001
H 1.642 -0.209 3.920 0.000
C 2.115 -1.983 -1.091 0.009
O 1.176 -1.417 -0.586 0.036
N 1.970 -3.060 -1.858 0.002
N 3.323 -1.598 -1.000 0.002
H 1.034 -3.178 -2.218 0.000
H 2.744 -3.693 -2.002 0.000
H 3.999 -2.270 -1.334 0.000
H 3.525 -0.743 -0.501 0.000
```



Which one sits at the top of the stability order? b does.